1.
Molecular formula: C38H74ClN2O11S3
Method: DFT, the ωB97M-V functional and the def2-TZVPD basis

The electronic energy comes out at -111126.38876 eV. Its total charge is +1. As for the HOMO-LUMO gap: 7.93 eV. As for the highest occupied orbital energy: -11.01 eV. The calculation puts the LUMO energy at -3.08 eV.

Structure (XYZ):
```
129
Properties=species:S:1:pos:R:3:forces:R:3
C 8.322188 -4.195911 2.028047 0.146 0.559 0.279
C 8.420841 -2.634212 1.929545 -0.072 -1.003 -1.118
C 7.609773 -2.129960 0.702460 -0.814 0.495 0.948
C 6.174209 -1.630724 1.118518 0.650 0.349 -1.509
C 5.999245 -0.188163 0.582442 -0.957 0.293 1.347
C 4.681874 0.458962 1.122349 0.458 -1.248 -0.269
C 3.436855 -0.106955 0.411107 -0.356 0.822 -0.706
C 2.139763 0.767868 0.540376 0.875 -0.069 0.103
C 2.187744 1.880979 1.618472 -2.058 0.195 -0.573
C 0.705543 2.155052 2.083427 0.568 -0.641 0.726
C 0.530637 1.483916 3.480238 0.098 1.034 -0.634
C -0.930333 1.498277 3.995328 0.847 -0.774 0.657
C -1.307518 0.104756 4.590322 -0.585 0.465 -0.180
C -2.834069 -0.201140 4.523345 0.513 -0.657 0.016
C -3.196917 -1.273971 3.456184 0.256 0.323 0.063
C -2.553831 -0.961156 2.070777 -0.723 0.653 0.297
C -3.556491 -1.043073 0.889545 0.874 0.360 -0.559
C -3.463247 -2.355735 0.080079 0.562 0.086 0.622
N -4.453148 -2.555247 -1.008144 -0.068 0.433 1.627
C -5.359740 -3.687923 -0.813834 -0.546 -0.575 -1.051
C -6.831006 -3.304030 -0.500227 0.071 -0.887 -0.523
N -6.774662 -2.026695 0.261583 -0.218 -1.284 -0.295
O -7.981671 -1.730961 0.931443 0.077 0.256 0.270
C -7.841218 -2.096675 2.323706 -0.187 0.412 2.755
O -7.824715 -1.242121 3.166689 -0.220 -0.611 -1.951
C -7.679411 -3.549686 2.727270 0.479 0.239 -0.927
C -8.729750 -4.412990 2.980410 -0.363 0.479 -0.255
C -8.448737 -5.728082 3.323004 -0.758 -0.012 0.117
C -7.147744 -6.169548 3.424412 0.953 -0.702 0.049
C -6.076572 -5.311291 3.193317 -0.355 0.236 -0.112
C -6.370142 -4.006212 2.852578 0.716 0.684 -0.391
C -6.410899 -0.959897 -0.703576 0.802 0.954 0.357
C -5.088351 -1.358397 -1.470243 -1.136 -1.215 -0.941
Cl -5.653400 -1.715590 -3.192806 0.188 0.155 0.152
H 7.613330 -4.585467 1.286038 0.196 0.039 0.210
H 7.971518 -4.504225 3.022821 0.237 -0.083 -0.278
H 9.311987 -4.628437 1.831214 -0.371 -0.139 0.132
H 9.467910 -2.351930 1.753626 -0.218 -0.076 0.383
H 8.071858 -2.191117 2.870233 0.126 0.161 -0.349
H 8.140095 -1.283338 0.244489 -0.186 -0.278 -0.018
H 7.463217 -2.902806 -0.062380 0.506 0.092 0.181
H 5.396417 -2.239822 0.631808 0.202 -0.080 0.400
H 6.054962 -1.678717 2.209043 -0.098 0.139 -0.261
H 6.808097 0.419251 1.022756 0.007 -0.172 -0.536
H 6.000663 -0.136620 -0.522840 0.321 -0.143 0.540
H 4.618398 0.157665 2.181871 0.063 0.646 -0.129
H 4.795531 1.544652 1.011378 -0.437 -0.205 0.145
H 3.682664 -0.142469 -0.665517 -0.091 -0.222 0.312
H 3.184071 -1.133003 0.710849 0.422 0.219 0.120
H 1.273652 0.112057 0.723414 0.234 0.147 0.041
H 1.964746 1.245316 -0.436897 -0.127 -0.075 0.339
H 2.746052 1.607858 2.518612 0.237 0.140 -0.404
H 2.528123 2.823809 1.171506 0.572 -0.469 0.356
H 0.486654 3.231687 2.125793 -0.031 -0.290 0.083
H -0.021393 1.674736 1.408179 0.237 0.329 -0.076
H 1.208973 2.037391 4.150721 -0.321 -0.267 0.038
H 0.961004 0.471417 3.405359 -0.390 0.135 0.063
H -0.996160 2.225648 4.816864 -0.226 -0.009 -0.360
H -1.623342 1.818414 3.205100 0.153 -0.163 0.137
H -0.993617 0.080897 5.641900 0.055 -0.029 -0.276
H -0.738840 -0.685074 4.075919 -0.192 0.182 0.105
H -3.395051 0.720553 4.307663 0.130 -0.222 0.136
H -3.147458 -0.587102 5.504217 -0.184 0.240 -0.283
H -4.300950 -1.252729 3.389833 0.313 -0.264 -0.149
H -2.884311 -2.270804 3.800917 -0.168 0.225 0.009
H -1.632167 -1.529064 1.885705 -0.345 -0.031 -0.022
H -2.245986 0.093774 2.115851 0.056 -0.346 -0.086
H -3.282361 -0.218645 0.207999 -0.264 -0.207 0.158
H -4.560594 -0.791505 1.273038 0.165 -0.265 -0.069
H -3.507853 -3.185659 0.806433 -0.235 0.059 -0.439
H -2.450767 -2.422638 -0.350319 -0.287 0.171 0.134
H -5.388684 -4.251532 -1.761355 -0.116 0.056 0.342
H -5.025673 -4.404770 -0.055584 0.354 0.520 -0.049
H -7.342308 -4.090185 0.067204 0.284 0.386 0.204
H -7.404944 -3.179857 -1.426516 0.112 0.510 0.356
H -6.065671 -2.164749 0.994446 0.308 0.368 -0.319
H -9.747259 -4.031720 2.901916 0.140 -0.320 0.044
H -9.288115 -6.396805 3.509211 0.302 0.059 -0.003
H -6.907316 -7.205346 3.663289 -0.340 0.202 0.029
H -5.033552 -5.612802 3.247495 -0.292 -0.166 0.118
H -5.540088 -3.314362 2.653902 -0.186 -0.186 0.243
H -6.221257 -0.050992 -0.117822 -0.313 -0.145 -0.239
H -7.249887 -0.856625 -1.394329 0.092 0.117 0.328
H -4.418818 -0.508104 -1.586864 -0.046 -0.267 0.342
O -1.162286 3.526385 -3.281826 -0.040 -0.311 0.250
S -2.356719 4.191058 -2.857023 -0.199 0.825 -0.422
O -2.856635 4.049552 -1.523866 0.195 -0.322 0.077
O -3.529296 3.849413 -3.888986 0.183 0.102 0.034
C -3.774784 2.460734 -4.150289 -0.208 -0.662 -0.049
C -4.549980 1.813638 -3.019633 0.066 -0.054 0.376
C -2.223811 5.905806 -3.233083 -0.045 0.061 -0.075
H -2.835603 1.935927 -4.335578 0.071 0.155 0.049
H -4.355952 2.415053 -5.069863 0.042 0.285 -0.003
H -3.942458 1.767341 -2.112405 0.011 0.075 -0.016
H -4.841454 0.795472 -3.282461 -0.005 0.150 -0.245
H -5.444580 2.390824 -2.781206 -0.011 -0.015 -0.078
H -1.898707 6.014955 -4.264564 -0.007 -0.035 0.013
H -1.485717 6.334172 -2.556799 0.004 -0.096 0.039
H -3.191686 6.375911 -3.077411 0.007 -0.032 0.021
O 4.528543 5.868548 -1.146039 0.000 -0.210 0.195
S 3.354842 6.564080 -0.716583 -0.304 0.419 -0.368
O 2.861026 6.429648 0.618260 0.184 -0.180 0.094
O 2.168475 6.249358 -1.738517 0.160 0.241 -0.018
C 1.869104 4.868780 -2.015552 -0.276 -0.726 -0.042
C 1.068835 4.229311 -0.899933 0.106 0.065 0.278
C 3.521829 8.276906 -1.093565 -0.041 0.068 -0.087
H 2.787261 4.312420 -2.213317 0.095 0.169 0.063
H 1.283297 4.860359 -2.934091 0.067 0.263 -0.011
H 1.664601 4.136726 0.008366 -0.051 0.084 -0.095
H 0.737186 3.232322 -1.190995 -0.023 0.064 -0.103
H 0.195515 4.835868 -0.653579 -0.042 -0.050 -0.064
H 3.842731 8.379616 -2.126886 -0.005 -0.033 0.015
H 4.272476 8.689151 -0.422467 0.000 -0.095 0.036
H 2.565216 8.767285 -0.931508 0.006 -0.035 0.023
O 7.364549 -0.761989 -2.744016 -0.290 -0.226 0.212
S 6.654853 -0.338854 -3.911497 0.423 0.388 -0.669
O 5.228352 -0.227639 -3.922216 -0.050 -0.149 0.336
O 7.115105 -1.234533 -5.148008 0.058 0.206 0.086
C 7.038466 -2.664693 -5.014462 -0.196 -0.723 0.013
C 5.621358 -3.175648 -5.187428 -0.198 0.173 0.147
C 7.343852 1.180879 -4.475787 0.053 0.040 -0.099
H 7.459387 -2.980025 -4.057830 0.005 0.199 0.040
H 7.672720 -3.077309 -5.797654 0.091 0.291 -0.038
H 4.984314 -2.854899 -4.362918 0.023 -0.019 0.000
H 5.611848 -4.265771 -5.219777 0.086 0.014 -0.032
H 5.181796 -2.787966 -6.106937 0.065 -0.059 -0.035
H 8.425057 1.080538 -4.521653 -0.021 -0.030 0.011
H 7.066203 1.953096 -3.760987 -0.046 -0.077 0.048
H 6.931780 1.411319 -5.455095 -0.018 -0.026 0.020
```
Positions in Å, forces in eV/Å.

Atomic partial charges in e from the Löwdin method, atoms 1 to 99: atom 1 (C): -0.1076, atom 2 (C): -0.2425, atom 3 (C): -0.2115, atom 4 (C): -0.1968, atom 5 (C): -0.2131, atom 6 (C): -0.2177, atom 7 (C): -0.1930, atom 8 (C): -0.1887, atom 9 (C): -0.1997, atom 10 (C): -0.2084, atom 11 (C): -0.2115, atom 12 (C): -0.1985, atom 13 (C): -0.2010, atom 14 (C): -0.1984, atom 15 (C): -0.2018, atom 16 (C): -0.1739, atom 17 (C): -0.1836, atom 18 (C): -0.1484, atom 19 (N): -0.1660, atom 20 (C): -0.1446, atom 21 (C): -0.0590, atom 22 (N): -0.0789, atom 23 (O): 0.0676, atom 24 (C): -0.3154, atom 25 (O): 0.2220, atom 26 (C): -0.1663, atom 27 (C): -0.0095, atom 28 (C): -0.0518, atom 29 (C): -0.0572, atom 30 (C): -0.0484, atom 31 (C): -0.0558, atom 32 (C): -0.0702, atom 33 (C): -0.5617, atom 34 (Cl): 0.6674, atom 35 (H): 0.0603, atom 36 (H): 0.0617, atom 37 (H): 0.0644, atom 38 (H): 0.0943, atom 39 (H): 0.0935, atom 40 (H): 0.0941, atom 41 (H): 0.0978, atom 42 (H): 0.1023, atom 43 (H): 0.1030, atom 44 (H): 0.1130, atom 45 (H): 0.0989, atom 46 (H): 0.1063, atom 47 (H): 0.1115, atom 48 (H): 0.1045, atom 49 (H): 0.1021, atom 50 (H): 0.0922, atom 51 (H): 0.0965, atom 52 (H): 0.0979, atom 53 (H): 0.0862, atom 54 (H): 0.1095, atom 55 (H): 0.0929, atom 56 (H): 0.1150, atom 57 (H): 0.1068, atom 58 (H): 0.1122, atom 59 (H): 0.0947, atom 60 (H): 0.1109, atom 61 (H): 0.0986, atom 62 (H): 0.1123, atom 63 (H): 0.1057, atom 64 (H): 0.0872, atom 65 (H): 0.1100, atom 66 (H): 0.1227, atom 67 (H): 0.0951, atom 68 (H): 0.1129, atom 69 (H): 0.0946, atom 70 (H): 0.1195, atom 71 (H): 0.1345, atom 72 (H): 0.1241, atom 73 (H): 0.1236, atom 74 (H): 0.1400, atom 75 (H): 0.1313, atom 76 (H): 0.1460, atom 77 (H): 0.1336, atom 78 (H): 0.1223, atom 79 (H): 0.1201, atom 80 (H): 0.1198, atom 81 (H): 0.1049, atom 82 (H): 0.1469, atom 83 (H): 0.1242, atom 84 (H): 0.0830, atom 85 (O): -0.2736, atom 86 (S): 0.5695, atom 87 (O): -0.2762, atom 88 (O): -0.2532, atom 89 (C): -0.2447, atom 90 (C): -0.0813, atom 91 (C): -0.1090, atom 92 (H): 0.1189, atom 93 (H): 0.1280, atom 94 (H): 0.0647, atom 95 (H): 0.0207, atom 96 (H): 0.0945, atom 97 (H): 0.0800, atom 98 (H): 0.0759, atom 99 (H): 0.0787

=====

2.
Molecular formula: C4H14NSi
Method: DFT, the ωB97M-V functional and the def2-TZVPD basis

The electronic energy comes out at -13732.55459 eV. Its total charge is +1. As for the HOMO-LUMO gap: 7.08 eV. As for the highest occupied orbital energy: -11.35 eV. The calculation puts the LUMO energy at -4.27 eV.

Structure (XYZ):
```
20
Properties=species:S:1:pos:R:3:forces:R:3
C 1.531357 -1.258688 0.166552 -0.234 -0.525 -1.522
C -2.294275 1.822263 0.423610 0.164 0.054 -2.314
C -2.238913 -1.374717 0.429417 2.869 0.918 -1.158
C 1.498916 0.184743 -0.191289 -1.038 1.706 2.271
N 2.843684 0.681490 -0.638837 1.812 0.443 -1.526
Si -1.732889 0.230609 -0.433104 1.216 0.608 -0.105
H 1.138710 -1.877115 -0.671673 0.327 -0.044 0.744
H 2.473659 -1.657417 0.512326 0.662 -0.240 0.034
H 0.887858 -1.282946 1.015992 -0.782 -0.668 0.543
H -3.039850 1.621968 1.148422 -1.011 -0.290 0.528
H -1.454034 2.148130 0.977429 1.165 0.482 0.638
H -2.578447 2.675217 -0.256205 0.191 -1.046 0.605
H -1.524507 -2.112476 0.047365 -0.655 -0.305 -0.350
H -2.139710 -1.467861 1.479685 0.011 0.618 1.170
H -3.236238 -1.509545 0.162433 -1.779 -0.747 -0.680
H 1.466914 0.684880 0.797259 -0.399 0.169 -0.449
H 3.159963 0.031090 -1.407099 -0.484 1.652 0.028
H 2.929487 1.756584 -0.833809 -0.484 -2.742 -0.202
H 3.632004 0.498932 0.011626 -0.630 0.114 0.444
H -1.217010 0.239108 -1.898217 -0.922 -0.155 1.301
```
Positions in Å, forces in eV/Å.

The Löwdin scheme yields these atomic charges, measured in e: atom 1 (C): -0.1968, atom 2 (C): -0.2142, atom 3 (C): -0.1971, atom 4 (C): -0.3229, atom 5 (N): 0.0596, atom 6 (Si): 0.9459, atom 7 (H): 0.0760, atom 8 (H): 0.0670, atom 9 (H): 0.0506, atom 10 (H): 0.0203, atom 11 (H): 0.0085, atom 12 (H): 0.0651, atom 13 (H): 0.0329, atom 14 (H): 0.0346, atom 15 (H): 0.0133, atom 16 (H): 0.0561, atom 17 (H): 0.1686, atom 18 (H): 0.2039, atom 19 (H): 0.1494, atom 20 (H): -0.0208

=====

Repeat the second record exactly.
Molecular formula: C4H14NSi
Method: DFT, the ωB97M-V functional and the def2-TZVPD basis

The electronic energy comes out at -13732.55459 eV. Its total charge is +1. As for the HOMO-LUMO gap: 7.08 eV. As for the highest occupied orbital energy: -11.35 eV. The calculation puts the LUMO energy at -4.27 eV.

Structure (XYZ):
```
20
Properties=species:S:1:pos:R:3:forces:R:3
C 1.531357 -1.258688 0.166552 -0.234 -0.525 -1.522
C -2.294275 1.822263 0.423610 0.164 0.054 -2.314
C -2.238913 -1.374717 0.429417 2.869 0.918 -1.158
C 1.498916 0.184743 -0.191289 -1.038 1.706 2.271
N 2.843684 0.681490 -0.638837 1.812 0.443 -1.526
Si -1.732889 0.230609 -0.433104 1.216 0.608 -0.105
H 1.138710 -1.877115 -0.671673 0.327 -0.044 0.744
H 2.473659 -1.657417 0.512326 0.662 -0.240 0.034
H 0.887858 -1.282946 1.015992 -0.782 -0.668 0.543
H -3.039850 1.621968 1.148422 -1.011 -0.290 0.528
H -1.454034 2.148130 0.977429 1.165 0.482 0.638
H -2.578447 2.675217 -0.256205 0.191 -1.046 0.605
H -1.524507 -2.112476 0.047365 -0.655 -0.305 -0.350
H -2.139710 -1.467861 1.479685 0.011 0.618 1.170
H -3.236238 -1.509545 0.162433 -1.779 -0.747 -0.680
H 1.466914 0.684880 0.797259 -0.399 0.169 -0.449
H 3.159963 0.031090 -1.407099 -0.484 1.652 0.028
H 2.929487 1.756584 -0.833809 -0.484 -2.742 -0.202
H 3.632004 0.498932 0.011626 -0.630 0.114 0.444
H -1.217010 0.239108 -1.898217 -0.922 -0.155 1.301
```
Positions in Å, forces in eV/Å.

The Löwdin scheme yields these atomic charges, measured in e: atom 1 (C): -0.1968, atom 2 (C): -0.2142, atom 3 (C): -0.1971, atom 4 (C): -0.3229, atom 5 (N): 0.0596, atom 6 (Si): 0.9459, atom 7 (H): 0.0760, atom 8 (H): 0.0670, atom 9 (H): 0.0506, atom 10 (H): 0.0203, atom 11 (H): 0.0085, atom 12 (H): 0.0651, atom 13 (H): 0.0329, atom 14 (H): 0.0346, atom 15 (H): 0.0133, atom 16 (H): 0.0561, atom 17 (H): 0.1686, atom 18 (H): 0.2039, atom 19 (H): 0.1494, atom 20 (H): -0.0208

=====

Q: Among the records above, which one has the highest highest occupied orbital energy?
A: C38H74ClN2O11S3